Computed, not measured: a cluster of 5 separate species, C27H34F3N5O5S in total in a non-equilibrium geometry, with ωB97M-V with the def2-TZVPD basis set.

The geometry in XYZ format:
```
75
Properties=species:S:1:pos:R:3:forces:R:3
H 0.97173 -1.26480 4.79072 0.0 0.0 0.0
H 2.67565 0.63108 -3.69333 0.0 -0.1 0.1
H 4.09148 -3.21157 -6.50272 0.0 0.1 0.0
C -4.08586 -2.49258 -0.57160 0.0 -0.2 0.1
F 5.73526 1.22890 -0.34215 0.4 -0.2 -0.3
C 1.74899 -0.79244 5.39437 0.0 0.0 0.0
H -3.13518 6.25084 4.71221 0.0 0.0 0.0
H -2.60834 2.56336 5.44986 0.1 0.0 0.0
C -2.40999 1.72144 -1.16993 -0.2 0.0 0.3
C -1.63963 3.38729 3.80052 0.3 0.0 0.0
N 1.64322 -0.67380 0.64672 -0.5 0.1 -0.2
H 2.34529 1.15965 6.06346 0.0 0.1 0.0
H -4.40625 4.25594 5.56555 0.1 -0.1 0.0
H 1.70254 -1.21663 6.39751 0.0 0.0 0.0
H -3.12668 5.53924 3.09265 0.0 0.0 0.0
H -1.91264 4.16392 5.71687 0.1 0.0 0.0
O -1.20743 -0.80753 0.86794 -0.1 0.1 0.1
C -0.33081 0.74254 -2.18877 -0.1 -0.2 0.3
S 3.98550 -0.40550 -1.48259 -0.1 -1.4 -0.4
C 1.28007 -2.63807 -4.67129 -0.2 0.2 0.1
H -3.23263 -2.16166 0.02068 0.0 0.1 0.0
H 0.60703 0.94669 5.92936 0.0 0.1 -0.1
H 0.33424 1.30934 -4.15260 -0.1 -0.1 0.0
H -4.12284 -4.45730 0.32917 0.0 0.0 0.0
C 1.55974 0.71945 5.44587 0.0 -0.2 0.1
C 3.14399 -3.50418 -6.04572 0.1 -0.2 0.0
O 4.41894 -0.97761 -2.72550 0.2 0.5 -0.2
C -1.08878 0.10394 0.09404 0.1 0.0 -0.1
C 2.57925 -2.30897 -5.27118 -0.1 -0.2 -0.1
H 0.77360 0.95829 3.43671 0.0 0.0 -0.1
H 3.79836 -5.54254 -5.74241 0.0 0.0 0.0
H 2.71909 -1.05843 4.97249 0.0 0.0 0.0
H 3.26310 -2.01593 -4.47386 0.0 0.0 0.0
C -4.05480 -1.81243 -1.94572 0.2 -0.1 0.2
H 4.05349 -4.49546 -4.34303 0.0 0.0 0.0
C -2.09283 1.23656 0.03075 0.3 0.2 -0.2
N -1.00771 3.26142 2.84737 -0.2 0.1 0.3
H -3.14470 2.51631 -1.23471 -0.1 -0.2 -0.3
H -4.08341 -0.72750 -1.83321 0.0 0.0 -0.1
C -2.83739 -2.17232 -2.68360 0.1 0.1 -0.2
C -3.80928 4.18722 4.65524 -0.1 0.2 -0.1
C 1.57391 1.36780 4.05652 0.1 -0.1 0.3
H -3.15339 -4.37355 -1.13531 0.0 0.0 -0.1
H 2.10554 -1.56722 0.56115 0.3 0.1 0.3
C -1.76233 1.16976 -2.38629 0.0 0.1 0.1
C 4.83671 1.25690 -1.29911 -1.0 0.6 0.3
H 2.44922 -1.45552 -5.93942 0.0 0.0 0.1
H -4.98621 -2.17367 -0.04165 0.0 0.1 -0.1
H -4.35268 3.54109 3.96354 0.0 -0.1 0.1
N -1.87908 -2.45517 -3.26086 -1.9 0.5 0.9
O -2.63472 1.71036 1.18627 0.2 -0.2 -0.4
C 0.60891 0.88864 -3.19400 0.1 -0.1 0.1
C -3.66702 5.57480 4.03989 0.0 0.0 0.0
C 2.85330 1.13045 3.38446 0.1 0.1 -0.2
C 1.32819 -0.17274 -0.64171 -0.2 0.2 -0.4
C 1.91522 0.51185 -2.92959 0.0 0.0 -0.1
H 2.43180 -5.08491 -4.73467 0.0 0.1 0.0
H 2.46421 -3.76941 -6.85820 0.0 0.1 0.0
O -2.32586 1.09030 -3.45008 0.1 0.2 -0.1
C -4.06983 -4.01383 -0.66558 0.0 0.0 0.0
O 4.23922 -1.15399 -0.29182 0.0 0.5 0.3
F 5.33798 1.65511 -2.45646 0.4 -0.2 0.0
C 0.01262 0.21329 -0.93796 0.0 -0.1 0.1
C -2.45895 3.54637 5.00177 -0.2 0.0 -0.1
H 1.42139 2.44383 4.13720 0.0 0.0 -0.1
C 3.36884 -4.72533 -5.16184 0.0 0.0 0.0
H -4.64831 6.00280 3.83831 0.0 0.0 0.0
H -1.93186 2.24602 1.60968 -0.3 -0.2 0.2
H -4.91943 -4.38159 -1.24538 0.0 0.0 0.0
F 3.89948 2.15548 -0.94316 0.0 -0.1 0.0
N 3.85432 0.93822 2.85058 -0.2 0.0 0.1
C 2.26152 -0.00110 -1.68337 0.1 0.2 0.3
H 2.19955 -0.02239 1.18547 0.3 -0.2 -0.1
N 0.25827 -2.89668 -4.20127 2.0 -0.5 -0.8
H -4.92142 -2.11155 -2.53807 0.0 0.0 0.0
```
Forces are in eV/Å.

Properties
HOMO = -9.43 eV
Gap between HOMO and LUMO = 8.536 eV
Total charge = 0
LUMO = -0.898 eV
SMILES string = Nc1c(S(=O)(=O)C(F)(F)F)ccc2c1C(=O)C(O)=CC2=O.CCCC#N.CCCC#N.CCCC#N.CCCC#N

Here are the Mulliken charges for atoms 1 to 2, given in e:
1 H 0.28
2 H 0.52


Computed, not measured: a cluster of 3 separate species, C27H34FN3O8 in total in a non-equilibrium geometry, with ωB97M-V with the def2-TZVPD basis set.

The geometry in XYZ format:
```
73
Properties=species:S:1:pos:R:3:forces:R:3
O 9.10342 -4.12059 0.21327 0.0 0.0 0.0
C 4.13817 1.04763 0.31293 -0.1 1.0 0.6
H -8.96417 -1.09743 1.42966 -0.3 0.0 0.0
C -0.52395 -4.08342 -2.27386 0.1 0.0 0.0
C 4.65010 -0.12476 -0.15828 0.9 -0.2 0.5
H -1.41519 -6.39285 -3.15104 -0.1 0.1 0.1
C 0.07477 3.19138 1.48294 0.0 0.4 0.2
H -1.26490 -1.60422 -2.69369 0.0 0.0 0.1
C 0.93122 1.37084 -1.64433 0.4 0.0 -0.2
H -3.64946 1.64389 -1.41829 0.1 -0.2 0.2
H -1.01083 5.44431 2.22501 -0.1 0.2 0.2
C 7.85281 -4.23096 -0.46651 -0.2 -0.1 -0.2
H -2.79365 5.51336 2.12930 0.2 0.2 0.1
C -1.29365 2.99524 1.53909 -0.6 0.4 0.8
C 2.27786 0.78940 -1.17648 -1.3 -0.4 -1.1
F -1.22555 3.21686 3.86166 -0.4 -0.1 0.1
H -4.56635 0.52631 -0.35654 0.5 0.0 -0.1
C -1.99760 3.61182 2.75036 1.0 0.3 -0.4
H -8.77798 -1.09727 -0.17632 -0.2 -0.1 0.0
C 10.61169 -2.04294 2.54851 0.1 0.2 0.2
H 11.62091 -2.16467 2.93238 0.0 -0.2 -0.1
C 2.27421 2.77444 0.28017 0.3 0.4 0.1
O 2.88776 3.80481 0.48963 -0.4 -0.9 0.2
H 4.45266 -1.76215 -1.46250 -0.2 0.1 -0.1
O 0.17731 -5.15359 -2.64944 0.0 0.0 0.0
C -1.25478 1.75198 -0.49339 -1.0 0.0 0.2
C -4.23772 1.55938 -0.50329 -1.0 0.9 0.3
H -3.90893 3.03160 1.06109 -0.1 -0.1 -0.2
H 9.90854 -2.10492 3.37752 -0.1 0.1 -0.1
H 4.60562 1.63716 1.09650 0.1 -0.2 -0.1
H -7.63912 2.17982 -1.00986 0.1 -0.2 -0.1
H -3.62804 1.39005 1.58996 -0.1 0.1 -0.2
H -6.73446 0.85077 -1.75397 0.1 0.0 0.2
C 2.94246 1.50184 -0.20138 -0.7 0.8 0.2
C -3.48698 2.07499 0.74267 0.6 -0.3 -0.4
C -0.52688 -6.38927 -2.52138 0.0 -0.3 0.0
C -6.78463 1.50831 -0.87543 0.0 1.0 0.1
H -5.42628 2.96698 -1.68518 -0.1 0.0 0.1
O 0.24301 -3.00646 -2.44255 0.1 0.0 0.0
H -3.01234 3.23792 2.87658 0.2 0.0 0.3
H 0.32935 -0.98223 -2.24099 0.0 -0.2 -0.3
H -9.97551 1.51105 1.32918 0.0 0.0 -0.2
C 3.99652 -0.82801 -1.14445 0.5 -1.2 -0.4
C 0.09424 1.95569 -0.53274 1.1 -0.8 -1.3
H -5.73365 3.11345 0.04078 0.1 -0.2 0.0
O 0.58039 1.39575 -2.80803 0.1 -0.4 0.7
H -6.81625 -0.24138 0.12700 0.4 0.1 0.3
C 9.18021 -3.08895 1.05397 0.1 -0.1 0.0
H 7.91766 -5.10111 -1.11410 0.2 0.0 0.1
N -7.03930 0.72022 0.36501 -0.8 -0.8 -1.2
O 8.31022 -2.28610 1.26730 -0.1 0.1 0.0
O 10.38752 -3.10203 1.61653 0.0 0.0 0.0
O -1.65143 -4.08920 -1.85621 0.0 0.0 0.0
C -5.53916 2.39138 -0.75904 0.1 -0.6 -0.1
H 7.66845 -3.34875 -1.07813 0.0 0.0 0.1
H 0.14512 -7.17523 -2.85549 0.1 0.2 0.0
H -1.77929 1.18061 -1.25021 0.4 0.0 -0.1
H 10.53545 -1.07483 2.05612 -0.1 0.0 0.0
H 2.29410 -0.99230 -2.44326 0.1 0.1 0.0
C -0.38404 -1.77571 -2.07694 -0.2 0.1 0.2
N -9.00276 1.72862 1.13244 0.5 0.1 0.0
H -0.64437 -1.77722 -1.01826 -0.2 -0.1 0.0
H -0.79606 -6.57271 -1.48238 -0.1 0.1 0.0
H 7.04047 -4.37898 0.24359 0.0 0.1 0.0
C 0.77594 2.66161 0.43278 1.0 0.0 0.1
C -8.41817 0.69295 0.70074 -0.9 0.3 0.7
N -9.16417 -0.55119 0.59232 1.2 0.0 0.0
H 5.57976 -0.49070 0.26815 -0.1 -0.1 -0.2
H -1.97555 5.50117 3.74436 -0.1 0.2 -0.2
C -1.94218 5.14776 2.71112 -0.2 -0.8 -0.1
C 2.80515 -0.41463 -1.68496 -0.4 1.1 0.3
C -1.98027 2.27237 0.57137 -0.5 0.0 0.2
H 0.57253 3.75306 2.26691 0.0 -0.1 -0.1
```
Forces are in eV/Å.

Properties
HOMO = -9.41 eV
Gap between HOMO and LUMO = 9.049 eV
Total charge = 0
LUMO = -0.361 eV
SMILES string = [H]/N=C(\N)NCCCCc1cc2c(cc1[C@H](C)F)C(=O)c1ccccc1C2=O.COC(=O)OC.COC(=O)OC

Here are the Mulliken charges for atoms 1 to 2, given in e:
1 O -0.32
2 C -0.83


Computed, not measured: a structure of composition C27H34N3O2PdS in a non-equilibrium geometry, with ωB97M-V with the def2-TZVPD basis set.

The geometry in XYZ format:
```
68
Properties=species:S:1:pos:R:3:forces:R:3
H 2.78319 4.61420 0.82599 0.0 0.0 0.0
H -3.41611 4.73260 0.32769 -0.1 0.1 0.0
C -5.08161 -2.58980 0.21119 0.0 0.0 0.0
H 6.53319 -0.24440 -1.21391 0.2 0.1 -0.2
C -4.46611 2.41850 1.67509 -0.5 0.1 0.3
C 5.64599 -0.29360 -0.61661 -1.5 0.7 -1.0
C 5.51999 -0.82530 0.65249 -1.4 0.0 0.9
H -4.26011 3.08740 2.51219 0.0 -0.1 0.0
H -1.66671 4.97200 0.21189 0.0 0.0 0.0
C 3.75009 2.32160 2.25289 -0.3 -0.2 -0.2
H 2.43619 -0.66830 2.25469 0.4 -0.2 0.3
C -2.08991 -2.64620 -2.73931 -0.1 0.0 0.0
N -3.25921 2.12130 0.95289 0.4 0.1 -0.5
H -0.21261 2.61700 -0.08091 0.0 0.2 0.0
C -2.45391 4.44650 0.74409 -0.1 0.0 0.1
C -0.02321 -2.57460 -1.51051 0.0 0.5 -0.2
H -5.65371 -3.48370 0.00819 0.0 0.0 0.0
C -3.16891 -1.51990 1.20109 0.0 0.1 0.0
H 3.43499 -2.14110 2.37619 -0.2 0.0 0.1
C 3.47389 -1.05490 2.27649 -0.2 -0.3 0.1
H -6.43711 -1.30090 -0.83311 -0.1 0.0 0.0
H 3.99549 -0.66840 3.15399 -0.1 0.1 0.0
H 6.29569 -1.27080 1.24019 0.1 -0.2 0.3
H -5.20071 2.89160 1.01939 0.0 -0.1 0.1
H 3.20939 3.33510 -0.35151 0.1 0.0 -0.1
H 4.22289 0.30220 -3.10271 -0.2 0.0 -0.1
C 4.17279 -0.67390 1.02349 0.9 -0.2 0.4
H -3.01931 -3.13990 -2.98031 -0.1 0.0 0.0
C 3.94429 0.88130 -2.22381 0.0 0.2 -0.1
C -1.45231 0.88330 0.45929 -0.5 1.2 0.3
H -2.43221 4.76210 1.78809 0.0 0.0 0.0
Pd 1.43899 0.05700 0.15889 1.4 0.0 0.5
H 4.40769 1.84610 1.52919 0.0 -0.1 0.0
H -1.47111 -4.16240 -1.37611 0.0 -0.1 0.1
C -4.78061 -0.21830 -0.03641 0.1 0.0 0.0
C 0.90169 -3.11770 -0.48841 -0.3 -0.4 -0.3
H 4.44059 1.85050 -2.30851 -0.1 0.1 -0.1
H 1.25679 -0.87660 -1.90911 -0.2 -0.2 -0.3
H 1.53789 3.93090 -0.22861 -0.1 0.1 -0.1
H 1.10489 -5.03110 -1.44681 0.0 0.0 0.0
C -1.78031 -1.43500 -3.33341 0.0 0.0 0.0
C -5.52421 -1.36370 -0.26091 0.0 0.0 0.0
H 4.10439 3.31970 2.49509 -0.1 0.1 0.0
H -3.54041 -3.62000 1.28699 0.0 0.0 0.1
N -2.77511 0.83350 0.85939 0.7 0.0 0.2
C -3.90101 -2.66460 0.93389 0.0 0.0 0.0
H -2.25241 -1.56570 1.76669 0.1 0.0 0.0
C 2.44679 3.71440 0.31949 -0.2 -0.4 0.2
C -3.60221 -0.29780 0.70039 -0.5 -0.5 -0.2
O -0.74561 -0.13010 0.30759 1.4 -0.5 0.0
C -0.58181 -0.80310 -3.04451 0.2 0.1 -0.1
H -2.47141 -0.98580 -4.02891 -0.1 0.0 -0.1
H -4.87811 1.48880 2.06419 0.0 0.1 0.0
C 1.08379 -4.60840 -0.44501 0.2 0.1 0.2
H 2.00269 -4.84710 0.08559 0.0 0.0 0.0
C 0.29209 -1.36120 -2.12981 0.1 -0.2 0.2
S 2.07009 2.45910 1.58039 0.0 -0.5 -0.7
H 3.68349 1.72290 3.15549 0.1 0.0 0.0
N 3.50079 -0.05350 0.01229 -1.5 -0.4 1.1
H -5.10151 0.72070 -0.46331 0.0 0.1 0.0
O 1.49429 -2.38700 0.28599 0.2 0.8 0.0
H 0.25139 -5.05300 0.09989 -0.1 -0.1 0.0
C -1.21141 -3.22460 -1.84161 0.2 0.1 0.1
C 4.36249 0.18040 -0.98481 1.4 0.0 -1.1
C -1.15271 2.25830 0.28999 0.1 -0.1 0.0
H -0.33041 0.11620 -3.55341 0.1 0.1 0.0
H 2.85619 1.03680 -2.21241 0.2 0.0 -0.2
C -2.26111 2.98010 0.64599 -0.1 -0.4 -0.2
```
Forces are in eV/Å.

Properties
HOMO (alpha / beta) = -9.21 / -9.09 eV
Gap between HOMO and LUMO (alpha / beta) = 4.786 / 4.399 eV
Total charge = +1
LUMO (alpha / beta) = -4.422 / -4.694 eV

Here are the natural (NBO) charges for atoms 1 to 2, given in e:
1 H 0.24
2 H 0.24